This record from the OMol25 dataset describes an isolated molecule of C4H4N2OS at a distorted geometry. The level of theory is ωB97M-V/def2-TZVPD.

- Highest occupied orbital energy: -9.1 eV
- Structure (SMILES): N#C/C=C(/N)SC=O
- LUMO level: 0.34 eV
- Gap between HOMO and LUMO: 9.42 eV

Each line ends with the natural charge from an NBO analysis.
Element x y z (Å)
N: 2.82448 -0.10649 -0.45308  -0.326
C: 1.88233 -0.63136 -0.01370  0.270
C: 0.70605 -1.35228 0.38243  -0.435
C: -0.53642 -0.93815 0.02976  0.138
N: -1.70827 -1.55394 0.39246  -0.796
S: -0.85696 0.53171 -0.96076  0.200
C: -0.35245 1.78548 0.19884  0.270
O: -0.03666 1.63116 1.34976  -0.499
H: 0.67962 -2.10541 1.09474  0.239
H: -2.54704 -1.20079 -0.05386  0.401
H: -1.73121 -2.53623 0.60772  0.397
H: -0.40726 2.72657 -0.23418  0.143



This record from the OMol25 dataset describes an isolated molecule of C4H4N2S at a distorted geometry. The level of theory is ωB97M-V/def2-TZVPD.

- Highest occupied orbital energy: -9.0 eV
- Structure (SMILES): Sc1cnccn1
- LUMO level: 0.12 eV
- Gap between HOMO and LUMO: 9.09 eV

Each line ends with the natural charge from an NBO analysis.
Element x y z (Å)
S: -2.67459 -0.17860 -0.10602  0.045
C: -0.89740 -0.13237 0.16241  0.033
C: -0.22369 1.08523 -0.01705  -0.034
N: 1.09687 1.15347 -0.04962  -0.350
C: 1.65064 -0.00524 -0.15452  -0.033
C: 0.99157 -1.24384 -0.04278  0.015
N: -0.33022 -1.36282 0.08640  -0.389
H: -3.02150 1.05835 -0.00323  0.114
H: -0.82069 2.03144 0.30575  0.202
H: 2.67941 -0.22525 -0.01184  0.193
H: 1.54961 -2.18036 -0.16950  0.203



This record from the OMol25 dataset describes an isolated molecule of C4H4N2S at a distorted geometry. The level of theory is ωB97M-V/def2-TZVPD.

- Highest occupied orbital energy: -10.5 eV
- Structure (SMILES): CC(S)(C#N)C#N
- LUMO level: -0.51 eV
- Gap between HOMO and LUMO: 9.96 eV

Each line ends with the natural charge from an NBO analysis.
Element x y z (Å)
C: 0.94877 -0.92383 -0.38505  -0.595
C: -0.12958 -0.00897 0.13135  -0.259
S: -1.99334 -0.34887 -0.61803  -0.032
C: -0.34396 -0.04720 1.57479  0.250
N: -0.40779 -0.11022 2.72350  -0.258
C: 0.29183 1.33757 -0.22882  0.255
N: 0.43266 2.43517 -0.49766  -0.258
H: 0.92621 -0.67497 -1.54480  0.236
H: 0.69162 -1.89818 -0.26173  0.225
H: 1.97456 -0.79533 -0.00073  0.252
H: -2.39099 1.03483 -0.89281  0.186



This record from the OMol25 dataset describes an isolated molecule of C4H4N2S at a distorted geometry. The level of theory is ωB97M-V/def2-TZVPD.

- Highest occupied orbital energy: -9.6 eV
- Structure (SMILES): SC=C1C=NN=C1
- LUMO level: -0.70 eV
- Gap between HOMO and LUMO: 8.88 eV

Each line ends with the natural charge from an NBO analysis.
Element x y z (Å)
S: -0.48334 -1.09305 2.26298  0.099
C: -0.50235 -0.94128 0.53805  -0.216
C: 0.00659 0.03747 -0.18797  -0.221
C: -0.07066 0.32805 -1.59899  0.022
N: 0.53971 1.45576 -1.88729  -0.238
N: 1.14053 1.90710 -0.67446  -0.245
C: 0.80502 1.18596 0.32473  0.006
H: -1.03327 -2.36207 2.33423  0.151
H: -0.94732 -1.76006 0.00400  0.225
H: -0.56282 -0.22850 -2.37994  0.209
H: 1.10792 1.47065 1.26466  0.208



This record from the OMol25 dataset describes an isolated molecule of C4H4N2S at a distorted geometry. The level of theory is ωB97M-V/def2-TZVPD.

- Highest occupied orbital energy: -8.5 eV
- Structure (SMILES): C=C1C=NN=CS1
- LUMO level: -0.32 eV
- Gap between HOMO and LUMO: 8.17 eV

Each line ends with the natural charge from an NBO analysis.
Element x y z (Å)
C: -2.02413 0.02900 0.05239  -0.410
C: -0.66456 0.02736 0.07758  -0.261
C: 0.21390 1.19955 -0.01123  0.065
N: 1.44718 1.18451 -0.22042  -0.207
N: 2.19097 0.06928 0.07946  -0.300
C: 1.77190 -1.19172 0.02248  -0.072
S: -0.01860 -1.55730 -0.13849  0.297
H: -2.71657 -0.76165 -0.26197  0.235
H: -2.32642 1.12645 0.32227  0.205
H: -0.37643 2.04675 -0.29442  0.197
H: 2.50276 -2.17223 0.37236  0.252



This record from the OMol25 dataset describes an isolated molecule of C4H4N2S2 at a distorted geometry. The level of theory is ωB97M-V/def2-TZVPD.

- Highest occupied orbital energy: -8.2 eV
- Structure (SMILES): c1cscnncs1
- LUMO level: 0.25 eV
- Gap between HOMO and LUMO: 8.50 eV

Each line ends with the natural charge from an NBO analysis.
Element x y z (Å)
C: 1.32595 -0.18584 -1.16227  -0.379
C: 0.93004 -1.18251 -0.33410  -0.482
S: -0.04065 -1.53399 0.99662  0.285
C: -1.49480 -0.45372 1.32040  -0.056
N: -1.92968 0.61597 0.76659  -0.264
N: -1.30288 0.94828 -0.42764  -0.202
C: -0.21538 1.64264 -0.20090  -0.147
S: 0.87987 1.45728 -1.50005  0.345
H: 2.14660 -0.55295 -1.83881  0.241
H: 1.38001 -2.19804 -0.63866  0.251
H: -1.77944 -0.64312 2.30276  0.205
H: 0.10036 2.08599 0.71606  0.203



This record from the OMol25 dataset describes an isolated molecule of C4H4N2S2 at a distorted geometry. The level of theory is ωB97M-V/def2-TZVPD.

- Highest occupied orbital energy: -9.2 eV
- Structure (SMILES): CSC1=NC(=S)C=N1
- LUMO level: -1.93 eV
- Gap between HOMO and LUMO: 7.22 eV

Each line ends with the natural charge from an NBO analysis.
Element x y z (Å)
C: -0.85245 1.91507 0.47307  -0.733
S: -0.98427 1.29587 -1.31190  0.443
C: -0.31733 -0.02796 -0.67600  0.149
N: 0.30650 -0.02837 0.51258  -0.573
C: 0.94852 -1.33353 0.49018  -0.022
S: 2.04362 -1.82057 1.65878  0.092
C: 0.61297 -1.95338 -0.84893  0.069
N: -0.22267 -1.24832 -1.50565  -0.421
H: 0.15124 2.33129 0.43131  0.230
H: -1.72919 2.75929 0.94076  0.227
H: -1.01350 1.02106 1.28772  0.302
H: 1.05655 -2.91044 -1.45193  0.238



This record from the OMol25 dataset describes a cluster of 2 separate species, C4H4N3O in total at a distorted geometry. The level of theory is ωB97M-V/def2-TZVPD.

- Highest occupied orbital energy (spin up / spin down): -14.8 / -15.1 eV
- LUMO level (spin up / spin down): -6.73 / -7.49 eV
- Total charge: +1
- Gap between HOMO and LUMO (spin up / spin down): 8.11 / 7.60 eV

Each line ends with the natural charge from an NBO analysis.
Element x y z (Å)
C: -0.11668 0.61967 -0.37328  -0.313
C: -0.78439 -0.58895 -0.30149  0.181
C: 1.26033 0.33430 -0.29372  0.240
C: 1.19288 -1.01813 0.08455  0.517
N: 2.65338 -3.41940 -2.47845  0.096
N: 2.31244 -2.90387 -1.57902  -0.071
N: 0.01875 -1.66173 -0.20504  -0.591
O: 2.22143 1.17010 -0.38444  -0.578
H: -0.61175 1.53760 -0.44760  0.266
H: -1.78247 -0.65092 -0.27266  0.234
H: -0.26371 -2.63380 -0.19989  0.480
H: 1.99758 2.07432 0.14843  0.539



The records above give, respectively, energy above the lowest of the compared OMol25 structures with the same formula, charge and spin values of 1.253, 1.346, 2.160, 2.317, 3.894, 3.721, 4.167, 2.844 eV.